This record from OMol25 describes the molecule C2H9BN2 at a distorted geometry. The level of theory is ωB97M-V/def2-TZVPD.

Output
E: -216.02963 Eh
SMILES: CCB(N)N
Gap between HOMO and LUMO: 9.87 eV
E_LUMO: 0.66 eV
E_HOMO: -0.3385 Ha

```
! RIJCOSX wB97M-V def2-TZVPD def2/J DEFGRID3
* xyz 0 1
C 1.553 -0.753 0.455
C 0.840 0.229 -0.571
B -0.693 0.332 -0.181
N -1.169 0.535 1.216
N -1.568 0.329 -1.231
H 1.133 -1.846 0.296
H 2.641 -0.876 0.240
H 1.323 -0.705 1.511
H 1.398 1.130 -0.440
H 0.826 -0.123 -1.587
H -0.443 0.342 1.955
H -2.044 0.562 1.652
H -1.255 0.404 -2.190
H -2.544 0.441 -1.125
*
```